(1)
DFT (the ωB97M-V functional and the def2-TZVPD basis) results for 2 unconnected molecules or ions with the total composition C20H32ClN3O3S.

```
60
Properties=species:S:1:pos:R:3
O -3.16 -4.39 -4.43
O -4.36 -1.90 -0.64
Cl 3.58 0.98 -0.62
O 0.37 3.96 0.41
S 0.78 -4.38 -0.80
C -2.79 -4.49 -3.27
C -3.62 -2.75 -0.17
C 0.81 -0.92 1.58
C -0.07 0.10 1.94
C 1.92 -0.62 0.78
C 0.17 1.41 1.53
C 2.17 0.69 0.36
C 1.29 1.73 0.73
N -3.77 -3.15 1.10
N 2.86 5.20 0.98
N -2.91 -3.45 -2.44
C 2.28 -4.53 -1.81
C -2.23 -5.80 -2.78
C -2.98 -4.14 1.83
C 1.09 6.15 2.41
C 1.98 7.39 0.43
C 0.58 5.34 0.06
C 0.01 -2.96 -1.63
C 1.57 3.16 0.32
C 2.68 3.75 1.23
C 1.63 6.01 0.97
C -1.25 -2.43 -0.93
C -2.48 -3.34 -1.03
H 0.63 -1.94 1.90
H -0.94 -0.12 2.55
H 2.60 -1.42 0.49
H -0.52 2.19 1.83
H -4.55 -2.71 1.58
H 3.56 5.60 1.61
H -3.37 -2.64 -2.83
H 2.89 -5.36 -1.43
H 2.01 -4.73 -2.85
H 2.86 -3.61 -1.76
H -2.27 -6.52 -3.59
H -2.83 -6.17 -1.95
H -1.20 -5.66 -2.47
H -1.92 -3.87 1.81
H -3.11 -5.13 1.38
H -3.31 -4.18 2.86
H 0.22 6.81 2.42
H 1.85 6.57 3.06
H 0.78 5.18 2.80
H 1.09 8.03 0.38
H 2.72 7.88 1.08
H 2.41 7.31 -0.57
H -0.37 5.88 0.13
H 0.91 5.40 -0.98
H -0.23 -3.23 -2.66
H 0.74 -2.15 -1.65
H 1.92 3.18 -0.72
H 3.62 3.23 1.04
H 2.41 3.58 2.28
H -1.02 -2.28 0.12
H -1.49 -1.45 -1.36
H -2.22 -4.32 -0.64
```

Calculated values
HOMO energy = -8.81 eV
SMILES = CC1(C)CO[C@H](c2ccccc2Cl)CN1.CNC(=O)[C@H](CCSC)NC(C)=O
Gap between HOMO and LUMO = 0.3393 Eh
E = -55230.77296 eV

Per-atom natural (NBO) charges, elementary charge units: O -0.63; O -0.63; Cl 0.00; O -0.54; S 0.16; C 0.67; C 0.67; C -0.22; C -0.23; C -0.24; C -0.13; C -0.02; C -0.07; N -0.61; N -0.64; N -0.61; C -0.73; C -0.72; C -0.42; C -0.63; C -0.61; C -0.06; C -0.53; C 0.07; C -0.24; C 0.09; C -0.40; C -0.14; H 0.22; H 0.22; H 0.23; H 0.23; H 0.41; H 0.37; H 0.43; H 0.24; H 0.22; H 0.22; H 0.25; H 0.22; H 0.23; H 0.20; H 0.20; H 0.22; H 0.21; H 0.20; H 0.22; H 0.21; H 0.21; H 0.22; H 0.20; H 0.18; H 0.22; H 0.23; H 0.19; H 0.22; H 0.17; H 0.21; H 0.23; H 0.22

***

(2)
DFT (the ωB97M-V functional and the def2-TZVPD basis) results for 2 unconnected molecules or ions with the total composition C20H32FO6S.

```
60
Properties=species:S:1:pos:R:3
C 3.67 3.55 -0.29
C 3.25 2.68 -1.47
C 1.74 2.76 -1.71
C 1.23 1.79 -2.79
C -0.15 1.23 -2.46
C -0.04 0.24 -1.30
S -1.47 -0.84 -1.13
C -1.11 -1.91 0.31
C -0.24 -1.30 1.39
C -0.72 0.01 1.99
F 0.36 0.57 2.67
C -2.93 0.09 -0.61
C -3.21 1.35 -1.40
O -2.62 2.43 -0.68
C -2.96 3.68 -1.17
O -4.09 3.93 -1.55
C -1.83 4.66 -1.14
C -2.28 6.02 -0.61
H 2.95 3.45 0.52
H 4.65 3.25 0.07
H 3.72 4.60 -0.58
H 3.75 3.00 -2.38
H 3.49 1.64 -1.24
H 1.24 2.62 -0.75
H 1.49 3.77 -2.02
H 1.21 2.27 -3.76
H 1.94 0.96 -2.87
H -0.62 0.77 -3.33
H -0.78 2.07 -2.17
H 0.77 -0.45 -1.55
H 0.24 0.72 -0.37
H -2.09 -2.23 0.68
H -0.64 -2.78 -0.13
H -0.22 -2.03 2.20
H 0.78 -1.21 1.05
H -1.02 0.76 1.26
H -1.50 -0.13 2.73
H -3.76 -0.60 -0.75
H -2.91 0.34 0.45
H -4.29 1.49 -1.44
H -2.86 1.31 -2.43
H -1.39 4.76 -2.14
H -1.06 4.27 -0.48
H -2.74 5.91 0.37
H -3.01 6.46 -1.29
H -1.44 6.69 -0.52
C 1.52 -7.04 1.48
C 0.35 -6.39 1.36
C 0.02 -5.20 2.22
O -1.06 -4.65 2.03
C 0.98 -4.76 3.20
C 2.15 -5.41 3.33
C 2.50 -6.59 2.45
O 3.58 -7.10 2.62
O 3.07 -5.07 4.20
O -0.59 -6.74 0.50
H 1.77 -7.89 0.87
H 0.72 -3.91 3.83
H 3.81 -5.70 4.08
H -1.33 -6.13 0.64
```

Calculated values
Total charge = +1
HOMO energy = -11.95 eV
ΔE to the lowest compared entry with this formula, charge and spin = 0.000 eV
Gap between HOMO and LUMO = 0.3008 Eh
E = -47089.70450 eV

Per-atom natural (NBO) charges, elementary charge units: C -0.60; C -0.39; C -0.40; C -0.40; C -0.41; C -0.56; S 0.85; C -0.51; C -0.47; C 0.05; F -0.35; C -0.57; C -0.09; O -0.55; C 0.80; O -0.54; C -0.52; C -0.60; H 0.20; H 0.22; H 0.21; H 0.21; H 0.19; H 0.18; H 0.21; H 0.23; H 0.20; H 0.22; H 0.22; H 0.26; H 0.25; H 0.26; H 0.26; H 0.26; H 0.23; H 0.15; H 0.19; H 0.27; H 0.26; H 0.24; H 0.20; H 0.24; H 0.22; H 0.22; H 0.23; H 0.22; C -0.37; C 0.31; C 0.48; O -0.60; C -0.42; C 0.35; C 0.47; O -0.51; O -0.61; O -0.62; H 0.25; H 0.24; H 0.51; H 0.50

***

(3)
DFT (the ωB97M-V functional and the def2-TZVPD basis) results for 2 unconnected molecules or ions with the total composition C20H32IO8PS2.

```
64
Properties=species:S:1:pos:R:3
C 4.29 1.34 -0.88
C 4.80 0.51 -2.13
S 3.43 -0.15 -3.15
C 3.14 -1.95 -2.71
C 2.58 -2.18 -1.26
C 3.06 -3.48 -0.50
C 4.51 -4.00 -0.76
O 4.49 -5.42 -0.37
O 5.41 -5.64 0.63
C 2.88 -3.34 1.05
P 4.07 -2.10 1.90
O 4.94 -1.25 0.72
I 2.67 -0.42 3.03
O 1.55 -3.08 1.54
S 0.43 -2.54 0.47
O -0.20 -1.38 1.10
O -0.61 -3.58 0.42
C 0.97 -2.29 -1.25
C 0.24 -1.20 -2.11
C -1.20 -0.79 -1.71
C -1.46 0.65 -1.54
C -2.78 1.11 -1.09
C -3.83 0.15 -0.81
C -5.24 0.59 -0.28
C -3.61 -1.29 -1.00
C -2.30 -1.73 -1.44
H 4.15 2.43 -1.10
H 5.04 1.21 -0.06
H 3.32 0.92 -0.50
H 5.52 -0.31 -1.83
H 5.37 1.23 -2.78
H 2.41 -2.31 -3.49
H 4.11 -2.44 -2.94
H 2.81 -1.26 -0.65
H 2.37 -4.31 -0.83
H 5.32 -3.54 -0.14
H 4.85 -4.02 -1.82
H 4.94 -5.95 1.42
H 3.19 -4.33 1.50
H 5.49 -0.62 1.22
H 0.79 -3.27 -1.78
H 0.16 -1.61 -3.16
H 0.86 -0.27 -2.14
H -0.66 1.41 -1.72
H -2.95 2.20 -0.96
H -5.94 0.63 -1.15
H -5.53 -0.16 0.51
H -5.10 1.58 0.24
H -4.42 -2.02 -0.78
H -2.11 -2.83 -1.56
O -4.71 3.76 0.16
C -4.69 4.18 1.29
O -5.70 4.95 1.74
C -5.86 5.34 3.11
C -5.05 6.58 3.43
C -3.50 3.93 2.19
H -5.64 4.51 3.78
H -6.92 5.56 3.23
H -3.98 6.41 3.30
H -5.23 6.90 4.45
H -5.32 7.39 2.75
H -2.73 4.67 1.97
H -3.11 2.93 1.97
H -3.74 3.95 3.25
```

Calculated values
HOMO energy = -8.17 eV
SMILES = CCSC[C@@H]1[C@@H](COO)[C@@H](P(O)I)OS(=O)(=O)[C@H]1Cc1ccc(C)cc1.CCOC(C)=O
Gap between HOMO and LUMO = 0.2963 Eh
E = -76693.14891 eV

Per-atom natural (NBO) charges, elementary charge units: C -0.62; C -0.54; S 0.17; C -0.53; C -0.25; C -0.29; C -0.10; O -0.29; O -0.45; C -0.20; P 0.85; O -1.00; I -0.11; O -0.67; S 2.27; O -0.89; O -0.93; C -0.44; C -0.43; C -0.05; C -0.21; C -0.18; C -0.01; C -0.65; C -0.22; C -0.20; H 0.22; H 0.20; H 0.22; H 0.23; H 0.23; H 0.24; H 0.23; H 0.23; H 0.24; H 0.23; H 0.21; H 0.46; H 0.23; H 0.51; H 0.25; H 0.23; H 0.24; H 0.21; H 0.23; H 0.23; H 0.21; H 0.24; H 0.22; H 0.22; O -0.58; C 0.81; O -0.51; C -0.07; C -0.64; C -0.75; H 0.18; H 0.20; H 0.21; H 0.22; H 0.22; H 0.25; H 0.25; H 0.22

***

(4)
DFT (the ωB97M-V functional and the def2-TZVPD basis) results for a molecular structure, C20H32MoN3OPSSi.

```
60
Properties=species:S:1:pos:R:3
Mo -0.05 -0.01 -0.32
Si 0.35 -2.03 -1.66
P 0.63 1.24 -2.27
N -1.79 0.34 -0.50
H 0.65 1.42 0.22
C 0.96 3.04 -2.26
H 1.10 3.42 -3.28
H 1.86 3.26 -1.67
H 0.11 3.58 -1.81
C 2.05 0.67 -3.29
H 2.13 1.32 -4.18
H 1.91 -0.36 -3.62
H 2.98 0.73 -2.70
C -0.74 1.16 -3.51
H -0.44 1.71 -4.42
H -1.64 1.63 -3.09
H -0.96 0.12 -3.77
C 2.02 -2.90 -1.76
H 2.41 -3.12 -0.76
H 2.74 -2.27 -2.31
H 1.87 -3.85 -2.30
H -0.37 -3.17 -1.07
H -0.09 -1.99 -3.06
C -3.11 0.15 -0.69
C -5.34 0.97 -0.34
C -3.98 1.08 -0.09
C -3.56 -0.92 -1.51
C -4.92 -1.01 -1.76
C -5.79 -0.08 -1.17
H -6.01 1.70 0.11
H -3.49 1.84 0.52
H -2.80 -1.58 -1.96
H -5.29 -1.81 -2.41
H -6.86 -0.16 -1.37
C 3.47 -0.06 0.47
O 2.55 -0.44 -0.28
C 3.24 0.61 1.78
H 4.15 1.13 2.08
H 3.02 -0.14 2.54
H 2.44 1.34 1.77
C 4.87 -0.37 0.04
H 5.44 0.56 -0.13
H 4.81 -0.92 -0.91
H 5.36 -0.99 0.79
N -1.40 -2.66 1.10
C -0.86 -1.85 2.03
N -0.34 -0.64 1.79
C -0.09 0.02 3.02
C 0.22 1.36 3.18
C 0.37 1.87 4.47
C 0.18 1.05 5.57
C -0.18 -0.29 5.45
C -0.30 -0.79 4.15
S -0.79 -2.42 3.68
H -1.71 -3.55 1.47
H -1.89 -2.26 0.30
H 0.30 1.93 2.27
H 0.66 2.91 4.60
H 0.31 1.45 6.56
H -0.36 -0.97 6.28
```

Calculated values
Spin multiplicity = 3
HOMO energy (spin up / spin down) = -5.01 / -6.99 eV
Gap between HOMO and LUMO (spin up / spin down) = 0.1985 / 0.2682 Eh
E = -57633.15259 eV
Expectation value of S² = 2.03

Per-atom natural (NBO) charges, elementary charge units: Mo 0.43; Si 0.55; P 1.14; N -0.59; H -0.20; C -0.95; H 0.22; H 0.23; H 0.25; C -0.95; H 0.22; H 0.25; H 0.23; C -0.94; H 0.21; H 0.25; H 0.26; C -1.06; H 0.22; H 0.22; H 0.22; H -0.19; H -0.20; C 0.11; C -0.18; C -0.27; C -0.30; C -0.19; C -0.29; H 0.21; H 0.22; H 0.22; H 0.21; H 0.20; C 0.63; O -0.56; C -0.74; H 0.22; H 0.26; H 0.27; C -0.72; H 0.24; H 0.24; H 0.24; N -0.78; C 0.33; N -0.58; C 0.21; C -0.26; C -0.20; C -0.22; C -0.21; C -0.22; S 0.34; H 0.40; H 0.45; H 0.25; H 0.22; H 0.22; H 0.22

***

(5)
DFT (the ωB97M-V functional and the def2-TZVPD basis) results for a molecular structure, C20H32N6O7Sr.

```
66
Properties=species:S:1:pos:R:3
O -0.40 0.18 -2.13
H -1.48 0.00 -2.48
Sr 1.41 0.20 -0.16
N 2.03 -2.22 -0.77
N -0.09 -2.13 0.54
N 0.85 2.83 0.03
N -0.58 1.17 1.38
O 2.99 -2.06 -1.59
O 1.61 3.63 -0.67
O -1.21 0.34 2.29
O -1.14 -2.03 1.30
C 0.20 -3.38 0.07
C 1.41 -3.44 -0.68
C -0.19 3.38 0.70
C -0.98 2.44 1.46
C 1.92 -4.68 -1.31
H 1.25 -5.04 -2.09
H 2.00 -5.48 -0.56
H 2.91 -4.48 -1.74
C -0.64 -4.59 0.28
H -0.95 -5.03 -0.69
H -1.54 -4.33 0.85
H -0.09 -5.37 0.82
C -0.52 4.83 0.67
C -2.14 2.94 2.28
H 0.18 5.36 0.01
H -0.45 5.27 1.68
H -1.54 4.99 0.31
H -2.70 2.09 2.67
H -2.81 3.56 1.67
H -1.79 3.56 3.11
H 2.53 2.47 -1.29
H -1.15 -0.60 1.86
C -2.54 -0.11 -3.22
H -2.18 -0.26 -4.24
H -3.11 0.81 -3.14
H -3.10 -0.98 -2.88
O 2.83 1.51 -1.45
H 0.07 0.37 -2.96
H 3.61 1.50 -2.04
C 1.10 0.15 6.74
N 1.32 0.65 5.40
N 1.68 -0.17 4.38
C 2.03 0.60 3.28
O 2.29 0.10 2.15
C 1.94 1.95 3.74
C 1.51 1.93 5.04
C 1.25 3.04 5.98
C 1.49 -1.58 4.40
C 0.30 -2.13 4.88
C 0.14 -3.52 4.88
C 1.13 -4.34 4.32
C 2.29 -3.77 3.78
C 2.47 -2.39 3.82
H 1.94 -0.45 7.11
H 0.18 -0.45 6.79
H 0.98 1.02 7.39
H 2.13 2.82 3.12
H 0.26 2.96 6.45
H 2.01 3.11 6.77
H 1.27 3.98 5.42
H -0.50 -1.47 5.23
H -0.76 -3.95 5.31
H 0.99 -5.42 4.31
H 3.06 -4.40 3.33
H 3.37 -1.92 3.41
```

Calculated values
HOMO energy (spin up / spin down) = -6.40 / -6.40 eV
Gap between HOMO and LUMO (spin up / spin down) = 0.2184 / 0.1624 Eh
E = -45361.61296 eV

Per-atom natural (NBO) charges, elementary charge units: O -0.83; H 0.35; Sr 1.83; N -0.13; N -0.09; N -0.14; N -0.25; O -0.45; O -0.64; O -0.63; O -0.48; C 0.13; C 0.14; C 0.01; C 0.22; C -0.69; H 0.23; H 0.22; H 0.25; C -0.69; H 0.22; H 0.25; H 0.23; C -0.67; C -0.69; H 0.25; H 0.21; H 0.21; H 0.25; H 0.22; H 0.22; H 0.52; H 0.49; C -0.61; H 0.20; H 0.21; H 0.22; O -1.08; H 0.48; H 0.50; C -0.41; N -0.17; N -0.25; C 0.63; O -0.79; C -0.40; C 0.24; C -0.66; C 0.20; C -0.24; C -0.20; C -0.22; C -0.20; C -0.22; H 0.22; H 0.21; H 0.22; H 0.25; H 0.23; H 0.23; H 0.25; H 0.22; H 0.22; H 0.22; H 0.22; H 0.24

***

(6)
DFT (the ωB97M-V functional and the def2-TZVPD basis) results for a molecular structure, C20H32N9ORuS.

```
64
Properties=species:S:1:pos:R:3
Ru 0.42 0.19 0.91
S 1.82 0.15 2.75
C 2.62 -1.03 1.76
C 3.76 -1.75 2.05
C 4.15 -2.72 1.14
C 3.41 -2.90 -0.03
C 2.31 -2.09 -0.27
N 1.92 -1.18 0.62
H 4.30 -1.57 2.97
H 5.03 -3.33 1.32
H 3.68 -3.67 -0.74
H 1.74 -2.16 -1.19
C 0.19 1.67 -2.40
N 0.71 2.88 -1.78
C 0.53 4.16 -2.47
C 0.64 5.31 -1.50
C 1.94 5.18 -0.74
N 2.06 3.84 -0.15
C 3.00 3.69 0.95
C 1.44 2.77 -0.67
O 1.61 1.62 -0.09
H -0.52 1.94 -3.17
H -0.29 1.04 -1.66
H 1.00 1.09 -2.85
H -0.45 4.17 -2.96
H 1.28 4.26 -3.26
H -0.19 5.30 -0.79
H 0.61 6.25 -2.04
H 2.01 5.91 0.06
H 2.80 5.36 -1.40
H 3.96 4.12 0.67
H 3.14 2.64 1.17
H 2.63 4.21 1.84
C -3.18 0.62 1.40
C -2.19 1.56 1.98
N -0.87 1.58 1.73
C -0.34 2.64 2.47
C -1.34 3.24 3.15
N -2.48 2.54 2.83
H -3.10 -0.36 1.86
H -3.02 0.53 0.33
H -4.20 0.98 1.57
H 0.70 2.89 2.46
H -1.33 4.08 3.82
H -3.40 2.73 3.21
C -1.51 -4.95 -2.17
C -2.47 -5.21 -1.01
C -1.81 -5.96 0.14
C -3.17 -3.93 -0.52
N -2.24 -2.81 -0.34
C -1.87 -1.87 -1.23
N -1.04 -1.04 -0.63
N -0.94 -1.51 0.61
N -1.63 -2.56 0.81
H -1.15 -5.90 -2.57
H -0.63 -4.40 -1.84
H -2.00 -4.41 -2.99
H -3.28 -5.83 -1.40
H -1.18 -5.30 0.74
H -1.20 -6.78 -0.23
H -2.56 -6.38 0.81
H -3.64 -4.12 0.44
H -3.93 -3.60 -1.24
H -2.21 -1.81 -2.25
```

Calculated values
Total charge = +3
HOMO energy (spin up / spin down) = -17.24 / -17.23 eV
ΔE to the lowest compared entry with this formula, charge and spin = 0.969 eV
Gap between HOMO and LUMO (spin up / spin down) = 0.1653 / 0.1819 Eh
E = -50108.80769 eV

Per-atom natural (NBO) charges, elementary charge units: Ru 1.03; S 0.52; C 0.00; C -0.18; C -0.10; C -0.16; C 0.07; N -0.42; H 0.28; H 0.28; H 0.27; H 0.23; C -0.40; N -0.39; C -0.21; C -0.43; C -0.22; N -0.38; C -0.41; C 0.80; O -0.67; H 0.24; H 0.18; H 0.22; H 0.23; H 0.22; H 0.22; H 0.27; H 0.24; H 0.23; H 0.24; H 0.22; H 0.21; C -0.68; C 0.44; N -0.52; C -0.11; C -0.03; N -0.47; H 0.25; H 0.24; H 0.27; H 0.24; H 0.27; H 0.46; C -0.62; C -0.23; C -0.62; C -0.23; N -0.12; C 0.22; N -0.33; N -0.09; N 0.05; H 0.26; H 0.18; H 0.21; H 0.25; H 0.19; H 0.24; H 0.24; H 0.26; H 0.24; H 0.28